Record 1
{"formula": "C30H60Cu2O15S2", "method": "ωB97M-V with the def2-TZVPD basis set", "elements": ["Cu", "Cu", "S", "O", "O", "O", "O", "C", "C", "C", "O", "C", "H", "H", "H", "H", "H", "H", "H", "H", "C", "C", "C", "O", "C", "H", "H", "H", "H", "H", "H", "H", "H", "C", "C", "C", "O", "C", "H", "H", "H", "H", "H", "H", "H", "H", "C", "C", "C", "O", "C", "H", "H", "H", "H", "H", "H", "H", "H", "C", "C", "C", "O", "C", "H", "H", "H", "H", "H", "H", "H", "H", "C", "C", "C", "O", "C", "H", "H", "H", "H", "H", "H", "H", "H", "C", "C", "C", "O", "C", "H", "H", "H", "H", "H", "H", "H", "H", "C", "C", "O", "S", "O", "O", "O", "H", "H", "H", "H"], "coordinates": [[-0.300227, -2.082601, -1.969151], [-0.601357, 2.022929, 1.556629], [-0.143647, -0.122121, -0.037721], [-0.135977, -0.051231, 1.443249], [-1.283727, -0.889871, -0.479741], [-0.328127, 1.301429, -0.342461], [0.911723, -0.858781, -0.745001], [3.526493, -2.824261, 2.746889], [4.892123, -2.117281, 2.901269], [4.549823, -0.691241, 3.407319], [3.144423, -0.694821, 3.370369], [2.565023, -1.641651, 2.597759], [3.436533, -3.464881, 3.624159], [3.552403, -3.416511, 1.832189], [5.376473, -1.998551, 1.932039], [5.537683, -2.591791, 3.640319], [5.062193, -0.028141, 2.710269], [4.905173, -0.548781, 4.427869], [2.473873, -1.341531, 1.553859], [1.669433, -2.093441, 3.024249], [-4.325547, 0.684479, 3.209649], [-5.129157, 1.627929, 2.368229], [-3.928567, 2.603839, 2.035029], [-2.764067, 1.840219, 1.992199], [-3.093667, 0.568629, 2.269099], [-4.849167, -0.244521, 3.435189], [-3.989377, 1.083129, 4.166809], [-5.944077, 2.171439, 2.846339], [-5.694687, 1.110779, 1.593089], [-3.890847, 3.402659, 2.775679], [-4.089737, 3.129529, 1.093869], [-2.251337, 0.003789, 2.668529], [-3.137287, 0.056469, 1.307909], [-0.268727, -5.136821, 1.184319], [0.945753, -5.588931, 0.449419], [0.892073, -4.731651, -0.826591], [-0.061007, -3.756481, -0.575071], [-0.266427, -3.667251, 0.819489], [-0.245337, -5.368731, 2.249109], [-1.216357, -5.572841, 0.868119], [1.050493, -6.665671, 0.316169], [1.872433, -5.390001, 0.987739], [0.416083, -5.241791, -1.664031], [1.908293, -4.479831, -1.129871], [-1.258787, -3.216671, 0.836489], [0.490413, -2.992241, 1.219059], [-0.964047, 1.631209, -4.555571], [-2.245197, 0.806139, -4.818551], [-2.234747, -0.083051, -3.535161], [-0.802717, -0.415561, -3.312871], [0.059343, 0.546299, -4.010141], [-1.132917, 2.428789, -3.832081], [-0.712247, 2.073029, -5.519671], [-2.236097, 0.223119, -5.739481], [-3.119447, 1.457119, -4.813981], [-2.758437, -1.035991, -3.459261], [-2.510377, 0.397549, -2.596461], [0.584953, 0.129789, -4.869411], [0.763113, 1.037699, -3.338321], [3.636173, 3.645229, 1.053619], [3.768943, 3.436489, 2.500629], [2.310573, 3.275279, 2.906859], [1.525753, 2.819849, 1.726539], [2.587623, 2.464039, 0.741839], [4.564593, 3.471599, 0.509559], [3.317843, 4.623109, 0.692349], [4.352403, 4.220749, 2.982929], [4.253073, 2.480569, 2.700469], [1.953133, 4.243479, 3.257479], [2.366653, 2.452309, 3.619369], [2.160333, 2.516229, -0.259571], [2.896043, 1.425079, 0.858179], [-4.953227, -3.740561, -0.699221], [-4.153527, -4.958691, -0.828721], [-3.143357, -4.557761, -1.927861], [-2.754207, -3.260491, -1.588201], [-3.784007, -2.702261, -0.743541], [-5.374027, -3.636971, 0.300929], [-5.816637, -3.686381, -1.362311], [-4.800297, -5.754111, -1.198991], [-3.700997, -5.297561, 0.103209], [-3.511037, -4.678751, -2.946821], [-2.265547, -5.201951, -1.877141], [-4.174207, -1.788581, -1.191911], [-3.365197, -2.585111, 0.255949], [-1.576317, 5.607299, -1.231901], [-1.817607, 6.050949, 0.149849], [-0.814387, 5.272359, 1.003379], [-0.849707, 3.944879, 0.454449], [-1.413417, 4.046689, -0.903381], [-0.648637, 6.064279, -1.576391], [-2.352027, 5.730639, -1.987651], [-2.765917, 5.821079, 0.635599], [-1.821987, 7.131459, 0.293359], [-1.058457, 5.276089, 2.065699], [0.160903, 5.695439, 0.762739], [-2.437837, 3.702229, -0.761901], [-0.885567, 3.619969, -1.756241], [4.515683, -0.643521, -1.513031], [3.756273, -0.768961, -2.837431], [4.252823, 0.259639, -3.688111], [4.677513, 1.618579, -2.790311], [3.551993, 2.529329, -2.459001], [5.917193, 2.232559, -3.222401], [4.934763, 0.741809, -1.425131], [5.481403, -1.147271, -1.554551], [3.913073, -0.941231, -0.654931], [2.697123, -0.615951, -2.630321], [4.013413, -1.745661, -3.247341]], "forces_ev_per_a": [[-0.99, 0.86, 1.57], [0.69, 0.23, -1.66], [-2.13, 0.27, 0.60], [0.94, 0.02, 1.26], [-2.75, -1.11, -0.47], [0.72, 1.25, -1.27], [2.68, 0.08, -0.39], [1.89, 0.02, -0.89], [0.19, 0.29, 0.14], [0.42, -2.11, -0.57], [-0.95, 3.44, 1.68], [0.84, -2.92, 0.14], [-0.84, 0.12, -0.10], [-0.12, -0.41, 0.14], [0.29, -0.39, 0.11], [0.13, -0.27, -0.47], [-0.50, 0.76, 0.13], [-0.27, 0.33, -0.07], [-0.33, 0.02, -0.25], [-0.74, 1.20, -0.06], [0.26, -1.59, -0.59], [0.31, 1.49, 0.57], [-3.00, 1.60, -1.15], [2.60, 2.83, -0.19], [-0.09, -4.36, 1.19], [0.22, -0.14, -0.21], [0.00, 0.27, -0.09], [0.37, 0.21, 0.54], [0.87, 0.02, -0.67], [0.26, -0.28, 0.37], [0.20, -0.15, -0.30], [0.16, 0.40, 0.80], [-1.37, -0.45, -0.20], [-0.34, 0.30, 1.44], [0.98, -0.82, -0.45], [0.59, -3.05, -1.16], [0.23, 2.69, -2.13], [-1.76, 0.81, 0.44], [0.29, 0.37, 0.08], [0.14, -0.09, -0.52], [-0.52, 0.01, -0.56], [-0.13, 0.56, 0.28], [0.53, -0.67, -0.16], [-0.09, 0.99, 0.06], [0.13, 0.20, 0.76], [0.02, -0.31, 0.55], [0.08, -1.28, -0.52], [-0.04, -0.35, 2.19], [0.35, -0.19, 0.31], [0.89, -1.02, -0.16], [-1.16, 1.85, -0.74], [-0.04, -0.17, 0.03], [0.68, 0.06, 0.26], [0.22, 0.00, 0.13], [-0.04, -0.14, -0.06], [-0.06, -0.07, -0.82], [-0.21, 0.73, -0.30], [-0.09, -0.57, 0.28], [-0.03, -0.43, 0.29], [0.12, -2.51, -2.49], [0.07, 0.11, 0.37], [0.23, -0.35, 0.65], [1.17, -0.22, 0.43], [-0.56, 2.35, -0.62], [0.10, -0.22, 0.00], [-0.61, -0.12, 0.33], [-0.45, 0.04, 0.36], [0.32, 0.11, -0.14], [-0.64, -0.41, 0.14], [-1.05, 0.35, 0.44], [-0.17, 0.28, 0.11], [0.52, 0.15, 0.60], [0.43, 1.71, 1.85], [-0.16, -2.05, -1.72], [0.42, -2.11, 0.82], [0.23, 1.33, -0.20], [-1.49, 0.19, -0.83], [-0.18, -0.13, 0.08], [0.57, 0.44, -0.54], [0.26, -0.38, 0.12], [0.26, 0.19, -0.10], [-0.45, 0.44, -0.02], [0.24, -0.06, 0.02], [0.54, 0.38, 0.30], [-0.11, 0.35, -0.08], [0.49, -2.31, 0.39], [-1.15, 1.34, 2.41], [0.33, 1.20, -1.01], [0.12, -0.80, -0.51], [-0.99, 1.88, -0.50], [0.06, -0.23, -0.24], [-0.07, 0.14, 0.27], [-0.65, -0.48, -0.82], [0.74, 0.10, 0.03], [0.22, -0.14, -0.11], [0.38, -0.18, 0.65], [0.09, -0.52, -0.61], [0.39, -0.81, 0.88], [1.16, 0.76, -0.60], [0.32, 0.16, 0.96], [0.43, 1.76, 0.37], [-0.45, 1.09, 1.80], [1.97, -2.52, -1.39], [-2.22, -1.68, 0.20], [-0.61, 0.67, -0.58], [-0.32, -0.58, 0.14], [0.09, 0.24, 0.02], [-0.14, -0.14, -0.36], [-0.37, 0.22, -0.45]], "spin_multiplicity": 3, "e_homo_ev": [-13.9, -13.9], "charge": 2, "energy_ev": -173723.067, "relative_energy_kj_mol": 449.1, "lumo_ev": [-6.08, -9.04]}

Record 2
{"formula": "C7H14OS", "method": "ωB97M-V with the def2-TZVPD basis set", "elements": ["C", "C", "C", "C", "C", "C", "C", "O", "S", "H", "H", "H", "H", "H", "H", "H", "H", "H", "H", "H", "H", "H", "H"], "coordinates": [[0.925318, 0.011379, 0.060095], [0.173393, 1.806610, 1.490820], [-0.002073, 2.158710, -0.932952], [0.030290, -1.835428, 1.520872], [-0.367378, -1.833104, -0.945241], [-0.094738, 1.075814, 0.134119], [0.690020, -1.435922, 0.142621], [3.544601, -0.929439, -0.718984], [2.919973, 0.408079, -0.615669], [1.225583, 1.884585, 1.403904], [-0.374086, 2.776752, 1.393517], [-0.202418, 1.235011, 2.289845], [-0.681998, 1.848586, -1.622887], [1.005964, 2.299015, -1.285254], [-0.319059, 3.132862, -0.546173], [0.006180, -2.840594, 1.780706], [-0.912818, -1.438684, 1.624436], [0.708442, -1.493893, 2.287342], [-1.313255, -1.262874, -0.809682], [-0.126867, -1.736055, -1.988989], [-0.427197, -2.862705, -0.813279], [-1.051806, 0.631079, 0.365810], [1.675432, -1.915470, 0.096172]], "forces_ev_per_a": [[3.45, 0.46, -1.83], [-0.96, 1.04, -1.99], [0.49, 0.42, 1.91], [3.13, 1.23, -0.76], [0.55, 1.29, 0.23], [1.10, 0.68, 2.10], [-1.20, 0.03, 0.47], [0.21, -0.10, 0.04], [-4.01, -0.65, 1.27], [1.10, 0.82, 1.16], [0.68, -0.67, 0.66], [0.02, -0.60, 1.27], [-1.44, -0.39, -2.88], [0.23, -0.24, -0.42], [-0.11, -0.24, -0.04], [-0.24, -2.29, -0.50], [-2.15, 1.09, 0.33], [-0.01, 0.78, 0.51], [0.53, -0.75, 0.25], [0.74, 0.55, -0.40], [-1.06, -1.95, 0.29], [-0.69, -0.20, -1.13], [-0.35, -0.31, -0.53]], "e_homo_ev": [-8.6, -7.6], "charge": 0, "energy_ev": -20364.611, "relative_energy_kj_mol": 411.5, "lumo_ev": [0.26, -0.66]}

Record 3
{"formula": "C14H24O", "method": "ωB97M-V with the def2-TZVPD basis set", "elements": ["O", "C", "C", "C", "C", "C", "C", "C", "C", "C", "C", "C", "C", "C", "C", "H", "H", "H", "H", "H", "H", "H", "H", "H", "H", "H", "H", "H", "H", "H", "H", "H", "H", "H", "H", "H", "H", "H", "H"], "coordinates": [[4.036236, -2.071616, 1.021256], [3.114489, -1.813511, 1.777746], [0.426942, -0.137068, -1.716217], [0.399670, 0.017652, -0.376436], [3.316361, -1.718010, 3.323402], [-0.324899, 0.541362, -4.171323], [-2.749622, 0.970517, 1.677326], [-1.948656, -1.233283, 1.150783], [1.763381, -1.501994, 1.228354], [1.683581, -0.276852, 0.298898], [-1.058077, 1.749069, -2.177988], [-0.632952, 0.440163, -2.608962], [-0.682170, 2.079316, -0.631710], [-2.010282, 0.214293, 0.546520], [-0.684690, 0.927832, 0.333512], [1.109617, -0.742260, -2.234995], [4.369242, -1.404827, 3.437086], [2.636329, -1.066514, 3.913535], [3.394222, -2.803565, 3.756268], [-0.203404, -0.510252, -4.638001], [0.544483, 1.256270, -4.324551], [-1.127196, 0.980709, -4.839484], [-2.842252, 1.998970, 1.413065], [-2.206849, 0.896643, 2.629043], [-3.685919, 0.472596, 1.898065], [-1.407195, -1.997106, 0.543164], [-2.950169, -1.673565, 1.141290], [-1.438457, -1.214076, 2.097333], [1.133868, -1.290488, 2.077735], [1.456547, -2.366672, 0.604498], [1.975734, 0.671401, 0.869474], [2.458238, -0.488714, -0.519873], [-0.605070, 2.515045, -2.897091], [-2.117784, 1.757892, -2.374550], [-1.416401, -0.162429, -2.455869], [0.397876, 2.486328, -0.510600], [-1.283979, 2.905761, -0.204265], [-2.581571, 0.240152, -0.390792], [-0.259221, 1.350833, 1.334353]], "forces_ev_per_a": [[-0.57, -0.01, 1.00], [0.98, 0.53, 0.06], [-1.57, 0.79, 0.52], [-0.09, 0.52, -0.65], [1.33, -1.78, -0.06], [0.23, -1.05, -0.42], [0.21, -0.71, -0.26], [0.60, -0.49, -2.45], [-0.81, 0.13, -0.32], [2.48, 0.00, 0.07], [0.48, 3.60, 1.68], [2.99, 0.06, -2.29], [0.55, 2.30, -0.76], [-0.30, -0.53, 1.89], [2.34, -1.52, -0.29], [1.45, -0.65, -0.16], [-0.48, 0.25, 0.08], [0.30, -0.63, -0.64], [-0.70, 1.88, -0.72], [0.48, 1.68, 0.76], [-0.63, -1.31, 0.12], [0.35, -0.29, 1.37], [-0.52, 0.87, 0.03], [0.28, 0.09, -0.35], [-0.54, 0.33, -0.22], [0.07, 0.81, 0.07], [-0.03, 0.36, 0.74], [-0.24, -0.03, 0.64], [-0.79, -0.52, 0.17], [-0.17, 0.30, 0.67], [-0.07, -1.17, -0.69], [-0.85, 0.63, 1.28], [-0.52, -0.55, 1.41], [-0.59, 0.71, 0.36], [-3.20, -2.65, 0.02], [-1.65, -0.48, -0.81], [-0.13, -0.25, -0.61], [-0.02, -0.13, 0.25], [-0.66, -1.07, -1.51]], "smiles": "CC(=O)CCC1=C[C@H](C)CC[C@H]1C(C)C", "e_homo_ev": -8.7, "charge": 0, "energy_ev": -16952.434, "relative_energy_kj_mol": 182.0, "lumo_ev": 0.78}

> What is the formula in the first record?

C30H60Cu2O15S2